[1]
{
  "formula": "C99H209N11O11",
  "method": "wB97M-V/def2-TZVPD",
  "species": ["C", "C", "C", "C", "C", "C", "N", "O", "C", "C", "C", "H", "H", "H", "H", "H", "H", "H", "H", "H", "H", "H", "H", "H", "H", "H", "H", "H", "H", "H", "C", "C", "C", "C", "C", "C", "N", "O", "C", "C", "C", "H", "H", "H", "H", "H", "H", "H", "H", "H", "H", "H", "H", "H", "H", "H", "H", "H", "H", "H", "C", "C", "C", "C", "C", "C", "N", "O", "C", "C", "C", "H", "H", "H", "H", "H", "H", "H", "H", "H", "H", "H", "H", "H", "H", "H", "H", "H", "H", "H", "C", "C", "C", "C", "C", "C", "N", "O", "C", "C", "C", "H", "H", "H", "H", "H", "H", "H", "H", "H", "H", "H", "H", "H", "H", "H", "H", "H", "H", "H", "C", "C", "C", "C", "C", "C", "N", "O", "C", "C", "C", "H", "H", "H", "H", "H", "H", "H", "H", "H", "H", "H", "H", "H", "H", "H", "H", "H", "H", "H", "C", "C", "C", "C", "C", "C", "N", "O", "C", "C", "C", "H", "H", "H", "H", "H", "H", "H", "H", "H", "H", "H", "H", "H", "H", "H", "H", "H", "H", "H", "C", "C", "C", "C", "C", "C", "N", "O", "C", "C", "C", "H", "H", "H", "H", "H", "H", "H", "H", "H", "H", "H", "H", "H", "H", "H", "H", "H", "H", "H", "C", "C", "C", "C", "C", "C", "N", "O", "C", "C", "C", "H", "H", "H", "H", "H", "H", "H", "H", "H", "H", "H", "H", "H", "H", "H", "H", "H", "H", "H", "C", "C", "C", "C", "C", "C", "N", "O", "C", "C", "C", "H", "H", "H", "H", "H", "H", "H", "H", "H", "H", "H", "H", "H", "H", "H", "H", "H", "H", "H", "C", "C", "C", "C", "C", "C", "N", "O", "C", "C", "C", "H", "H", "H", "H", "H", "H", "H", "H", "H", "H", "H", "H", "H", "H", "H", "H", "H", "H", "H", "C", "C", "C", "C", "C", "C", "N", "O", "C", "C", "C", "H", "H", "H", "H", "H", "H", "H", "H", "H", "H", "H", "H", "H", "H", "H", "H", "H", "H", "H"],
  "positions_angstrom": [[22.580, 24.350, 16.772], [23.211, 25.059, 17.977], [24.740, 24.772, 18.278], [25.443, 25.874, 19.041], [25.092, 27.284, 18.513], [23.660, 27.539, 18.408], [23.061, 26.441, 17.598], [21.618, 26.689, 17.485], [23.066, 27.822, 19.878], [23.507, 28.920, 17.544], [22.491, 24.648, 19.256], [23.178, 24.507, 15.865], [21.632, 24.694, 16.534], [22.616, 23.295, 16.889], [24.743, 23.843, 18.862], [25.224, 24.559, 17.309], [26.461, 25.624, 19.101], [24.981, 25.961, 20.071], [25.470, 27.371, 17.488], [25.605, 27.967, 19.159], [23.074, 26.916, 20.493], [23.589, 28.582, 20.377], [22.030, 28.232, 19.886], [23.570, 28.624, 16.515], [22.569, 29.428, 17.756], [24.335, 29.550, 17.843], [21.453, 25.041, 19.141], [23.017, 25.004, 20.150], [22.372, 23.549, 19.287], [21.419, 27.102, 18.293], [24.752, 15.750, 14.456], [25.800, 16.318, 15.413], [26.263, 17.665, 14.845], [25.318, 18.750, 15.122], [25.052, 18.941, 16.601], [24.471, 17.627, 17.232], [25.430, 16.539, 16.840], [25.142, 15.289, 17.462], [24.588, 17.698, 18.808], [22.976, 17.416, 16.792], [27.022, 15.363, 15.410], [24.298, 14.833, 14.835], [25.119, 15.479, 13.411], [24.017, 16.560, 14.246], [27.160, 17.875, 15.320], [26.517, 17.552, 13.765], [24.344, 18.431, 14.738], [25.528, 19.623, 14.598], [24.339, 19.705, 16.860], [26.003, 19.103, 17.094], [25.577, 18.161, 19.028], [23.787, 18.322, 19.058], [24.453, 16.728, 19.272], [22.361, 18.152, 17.278], [22.853, 17.470, 15.655], [22.630, 16.406, 17.076], [26.781, 14.319, 15.603], [27.798, 15.608, 16.173], [27.513, 15.379, 14.440], [24.341, 14.951, 17.102], [20.116, 16.321, 15.429], [20.077, 14.826, 14.880], [19.295, 13.883, 15.844], [17.812, 14.221, 15.902], [17.263, 14.033, 14.558], [17.928, 14.757, 13.403], [19.449, 14.646, 13.528], [20.089, 15.602, 12.666], [17.492, 14.066, 12.141], [17.466, 16.229, 13.393], [21.440, 14.364, 14.797], [20.747, 16.355, 16.343], [19.093, 16.723, 15.658], [20.631, 16.926, 14.716], [19.556, 12.877, 15.458], [19.791, 14.080, 16.794], [17.710, 15.263, 16.278], [17.202, 13.587, 16.559], [16.175, 14.112, 14.480], [17.416, 12.975, 14.396], [16.401, 13.991, 12.074], [17.831, 14.545, 11.208], [17.821, 13.055, 11.935], [17.201, 16.608, 14.372], [18.201, 16.889, 12.942], [16.515, 16.314, 12.874], [22.026, 14.531, 15.734], [21.933, 14.809, 13.968], [21.428, 13.300, 14.584], [20.200, 15.113, 11.820], [16.369, 21.931, 12.755], [16.016, 21.292, 14.122], [16.237, 22.348, 15.249], [15.687, 21.812, 16.549], [14.146, 21.899, 16.410], [13.724, 20.899, 15.261], [14.565, 21.052, 14.012], [14.447, 19.873, 13.270], [13.851, 19.405, 15.787], [12.258, 21.139, 14.789], [16.811, 20.044, 14.502], [17.483, 22.060, 12.745], [15.851, 22.855, 12.498], [16.173, 21.177, 11.947], [17.303, 22.621, 15.262], [15.734, 23.227, 14.843], [16.055, 22.406, 17.433], [16.000, 20.845, 16.803], [13.815, 22.908, 16.161], [13.585, 21.617, 17.277], [12.917, 19.120, 16.321], [13.861, 18.623, 14.966], [14.742, 19.324, 16.309], [11.746, 20.294, 14.359], [11.601, 21.377, 15.626], [12.289, 21.982, 14.114], [16.322, 19.088, 14.611], [17.439, 20.169, 15.449], [17.577, 19.842, 13.719], [14.111, 20.186, 12.412], [24.680, 22.286, 22.057], [24.317, 22.021, 23.522], [22.808, 22.278, 23.757], [21.903, 21.234, 23.210], [22.279, 19.754, 23.569], [23.865, 19.525, 23.400], [24.538, 20.688, 24.011], [25.970, 20.494, 23.948], [24.314, 18.304, 24.162], [24.182, 19.364, 21.928], [25.067, 23.029, 24.378], [23.828, 22.013, 21.439], [25.456, 21.678, 21.692], [24.998, 23.339, 21.904], [22.566, 22.394, 24.840], [22.434, 23.189, 23.176], [21.917, 21.265, 22.100], [20.809, 21.448, 23.485], [21.726, 19.014, 23.001], [22.012, 19.461, 24.596], [25.395, 18.283, 24.110], [24.046, 18.285, 25.240], [23.832, 17.470, 23.721], [23.654, 20.112, 21.338], [25.217, 19.331, 21.570], [23.790, 18.332, 21.630], [24.820, 22.856, 25.450], [24.799, 24.078, 24.171], [26.184, 22.941, 24.422], [26.233, 20.604, 24.900], [18.164, 13.057, 20.640], [19.070, 14.097, 21.340], [19.125, 13.719, 22.867], [20.184, 14.581, 23.590], [21.559, 14.246, 23.017], [21.598, 14.671, 21.512], [20.456, 14.025, 20.816], [20.495, 14.609, 19.554], [21.594, 16.241, 21.396], [22.851, 14.195, 20.883], [18.389, 15.457, 21.129], [17.683, 13.419, 19.705], [17.254, 12.849, 21.202], [18.665, 12.075, 20.488], [18.163, 14.018, 23.303], [19.259, 12.643, 23.004], [20.116, 14.505, 24.729], [19.948, 15.611, 23.353], [21.799, 13.185, 23.067], [22.405, 14.775, 23.478], [21.337, 16.550, 20.394], [21.024, 16.783, 22.081], [22.620, 16.497, 21.533], [22.872, 13.125, 21.045], [22.855, 14.518, 19.879], [23.744, 14.631, 21.400], [17.381, 15.400, 21.606], [18.179, 15.699, 20.101], [18.886, 16.397, 21.488], [20.363, 13.931, 18.909], [19.468, 25.940, 24.665], [19.403, 25.472, 23.177], [19.260, 23.936, 23.117], [17.881, 23.397, 23.402], [16.834, 24.168, 22.627], [16.889, 25.751, 22.814], [18.277, 26.147, 22.445], [18.425, 27.602, 22.504], [15.877, 26.340, 21.831], [16.423, 26.051, 24.290], [20.753, 25.963, 22.413], [19.328, 26.997, 24.697], [20.500, 25.718, 24.995], [18.751, 25.438, 25.287], [19.595, 23.660, 22.112], [20.010, 23.539, 23.814], [17.755, 23.383, 24.509], [17.847, 22.321, 23.077], [15.818, 23.863, 22.920], [17.026, 23.917, 21.552], [15.451, 27.304, 22.085], [16.415, 26.361, 20.872], [15.055, 25.594, 21.778], [16.744, 25.413, 25.130], [16.636, 27.108, 24.499], [15.331, 25.986, 24.187], [20.871, 25.593, 21.418], [21.585, 25.536, 22.931], [20.630, 27.025, 22.451], [17.960, 27.918, 23.280], [14.649, 19.725, 26.896], [15.411, 18.463, 27.284], [14.742, 17.160, 26.697], [14.864, 17.047, 25.213], [16.341, 16.975, 24.796], [17.075, 18.205, 25.243], [16.804, 18.498, 26.714], [17.321, 19.717, 27.164], [18.576, 17.898, 25.069], [16.766, 19.454, 24.303], [15.382, 18.271, 28.780], [15.179, 20.596, 27.318], [13.564, 19.748, 27.220], [14.647, 19.850, 25.820], [15.158, 16.249, 27.103], [13.670, 17.066, 27.022], [14.366, 17.919, 24.722], [14.365, 16.175, 24.936], [16.437, 16.851, 23.710], [16.796, 16.117, 25.224], [18.773, 17.656, 23.986], [19.115, 18.841, 25.348], [18.918, 17.093, 25.759], [15.715, 19.653, 24.077], [17.316, 20.292, 24.640], [17.195, 19.339, 23.288], [15.636, 17.239, 29.021], [14.388, 18.433, 29.188], [16.093, 18.935, 29.254], [18.008, 19.505, 27.837], [11.746, 19.235, 21.050], [13.165, 19.722, 21.504], [13.973, 20.305, 20.337], [13.529, 21.647, 19.887], [13.656, 22.618, 21.087], [12.849, 22.215, 22.310], [13.144, 20.772, 22.607], [12.211, 20.325, 23.663], [13.273, 22.968, 23.576], [11.361, 22.450, 22.145], [13.841, 18.512, 22.161], [11.198, 20.016, 20.540], [11.302, 18.956, 22.011], [11.852, 18.353, 20.383], [15.065, 20.357, 20.510], [13.736, 19.738, 19.468], [12.540, 21.591, 19.479], [14.202, 22.044, 19.096], [13.355, 23.627, 20.760], [14.752, 22.643, 21.416], [12.351, 23.203, 24.194], [14.029, 22.382, 24.093], [13.830, 23.804, 23.331], [10.968, 22.036, 21.172], [10.803, 22.026, 22.950], [11.184, 23.528, 21.941], [14.694, 18.883, 22.673], [14.054, 17.828, 21.359], [13.214, 18.130, 22.973], [12.790, 20.166, 24.372], [19.548, 29.972, 18.785], [18.501, 29.262, 17.897], [18.929, 29.103, 16.471], [18.201, 28.156, 15.556], [18.430, 26.824, 16.221], [17.784, 26.798, 17.644], [18.491, 27.875, 18.469], [17.771, 27.948, 19.653], [16.266, 27.077, 17.568], [17.956, 25.464, 18.311], [17.186, 30.161, 18.068], [20.527, 29.442, 18.705], [19.240, 29.855, 19.854], [19.732, 31.011, 18.586], [18.771, 30.092, 16.005], [19.995, 28.896, 16.446], [18.655, 28.164, 14.542], [17.124, 28.280, 15.453], [19.488, 26.558, 16.281], [17.942, 26.055, 15.665], [15.689, 26.838, 18.399], [16.036, 28.095, 17.310], [15.812, 26.468, 16.833], [18.888, 24.928, 18.042], [17.896, 25.805, 19.384], [17.080, 24.811, 18.077], [16.593, 30.249, 17.133], [17.478, 31.195, 18.265], [16.487, 29.907, 18.915], [18.213, 27.592, 20.389], [19.135, 19.286, 20.665], [18.422, 19.793, 19.331], [17.869, 21.262, 19.582], [19.020, 22.185, 19.594], [19.780, 22.093, 18.271], [20.309, 20.666, 17.930], [19.172, 19.792, 18.020], [19.672, 18.469, 17.781], [20.773, 20.805, 16.506], [21.529, 20.344, 18.807], [17.213, 18.864, 19.067], [18.374, 19.312, 21.449], [20.016, 19.867, 20.878], [19.482, 18.239, 20.648], [17.220, 21.532, 18.747], [17.330, 21.323, 20.513], [19.665, 21.976, 20.490], [18.662, 23.229, 19.701], [20.677, 22.716, 18.220], [19.172, 22.343, 17.457], [21.267, 19.907, 16.118], [19.915, 20.939, 15.872], [21.561, 21.581, 16.321], [21.460, 19.415, 19.372], [22.376, 20.255, 18.190], [21.717, 21.096, 19.572], [16.777, 19.211, 18.124], [16.495, 18.880, 19.896], [17.584, 17.878, 18.926], [19.255, 18.051, 17.000]],
  "smiles": "CC1(C)CCCC(C)(C)N1O.CC1(C)CCCC(C)(C)N1O.CC1(C)CCCC(C)(C)N1O.CC1(C)CCCC(C)(C)N1O.CC1(C)CCCC(C)(C)N1O.CC1(C)CCCC(C)(C)N1O.CC1(C)CCCC(C)(C)N1O.CC1(C)CCCC(C)(C)N1O.CC1(C)CCCC(C)(C)N1O.CC1(C)CCCC(C)(C)N1O.CC1(C)CCCC(C)(C)N1O",
  "homo_lumo_gap_ev": 8.9,
  "energy_ev": -144949.674,
  "homo_ev": -8.41
}



[2]
{
  "formula": "C9H10BFILaNO",
  "method": "wB97M-V/def2-TZVPD",
  "species": ["O", "C", "I", "C", "B", "C", "C", "F", "C", "C", "C", "C", "C", "N", "H", "H", "H", "H", "H", "H", "H", "H", "H", "H", "La"],
  "positions_angstrom": [[3.045, -1.589, 1.115], [3.226, -0.690, 0.385], [5.260, 0.118, 0.278], [2.152, -0.018, -0.546], [0.719, 0.213, 0.149], [0.489, 1.627, 0.947], [-0.309, 2.570, -0.027], [-0.017, 2.094, -1.374], [-0.424, -0.913, 0.007], [-1.786, -0.503, 0.417], [-2.858, -1.519, 0.247], [-2.347, -2.771, -0.311], [-0.930, -3.052, -0.642], [0.022, -2.104, -0.475], [2.547, 0.990, -0.864], [2.013, -0.634, -1.473], [1.476, 2.140, 1.132], [0.000, 1.490, 1.946], [-1.460, 2.476, 0.083], [-0.010, 3.691, 0.065], [-2.039, 0.512, 0.810], [-3.924, -1.336, 0.493], [-3.084, -3.598, -0.477], [-0.629, -4.038, -1.064], [-1.132, 4.844, -0.820]],
  "homo_lumo_gap_ev": 2.0,
  "energy_ev": -25347.883,
  "homo_ev": -16.97,
  "total_charge": 3
}